This record from the OMol25 dataset describes a 5-piece molecular cluster, C68H52BBrNO9 overall. The level of theory is ωB97M-V with the def2-TZVPD basis set.

The calculation puts the total energy at -162000.5564 eV. The molecular weight is 1117.88 g/mol. The energy above the lowest of the compared OMol25 structures with the same formula, charge and spin is 0.000 eV. Its LUMO energy is -0.1 eV. As for the orbital gap: 4.4 eV. The multiplicity is 1. Its net charge is -1.

CARTESIAN COORDINATES (ANGSTROEM)
C 0.493 2.940 -0.567
N 0.279 4.383 -0.543
C -1.053 4.747 -1.079
B -2.017 5.585 -0.076
Br -0.869 7.141 0.759
C -3.278 6.274 -0.839
C -4.540 5.357 -0.931
C -5.219 5.678 -2.285
O -4.068 4.000 -0.885
C -5.118 3.065 -0.843
C -4.577 1.710 -1.337
C -4.567 1.523 -2.705
C -4.070 0.346 -3.206
C -3.606 -0.622 -2.343
C -3.620 -0.436 -0.991
C -4.110 0.755 -0.466
H 1.548 2.739 -0.821
H 0.325 2.473 0.412
H -0.108 2.397 -1.317
H 1.031 4.802 -1.073
H -0.952 5.301 -2.034
H -1.597 3.824 -1.329
H -2.401 4.952 0.878
H -3.552 7.240 -0.394
H -3.006 6.515 -1.885
H -5.223 5.562 -0.093
H -5.363 6.756 -2.371
H -6.209 5.190 -2.290
H -4.661 5.240 -3.118
H -5.455 2.897 0.195
H -5.949 3.315 -1.513
H -4.934 2.319 -3.348
H -4.036 0.216 -4.285
H -3.209 -1.530 -2.796
H -3.242 -1.206 -0.325
H -4.118 0.956 0.601
C 1.666 10.165 -9.375
C 0.794 9.102 -9.591
C 0.285 8.394 -8.515
C 0.652 8.737 -7.220
C 1.544 9.787 -7.006
C 2.040 10.506 -8.087
C 1.987 10.140 -5.626
O 2.762 11.061 -5.448
C 1.470 9.339 -4.490
C 1.914 9.615 -3.202
C 1.428 8.884 -2.130
C 0.490 7.877 -2.332
C 0.047 7.593 -3.616
C 0.539 8.314 -4.699
C 0.081 7.975 -6.070
O -0.736 7.097 -6.264
H 2.057 10.724 -10.217
H 0.512 8.828 -10.600
H -0.397 7.570 -8.681
H 2.722 11.330 -7.918
H 2.641 10.400 -3.039
H 1.778 9.097 -1.128
H 0.112 7.316 -1.478
H -0.680 6.807 -3.774
C 2.952 0.428 4.633
C 3.197 -0.703 5.407
C 2.651 -1.924 5.048
C 1.847 -2.017 3.918
C 1.584 -0.877 3.155
C 2.147 0.342 3.510
C 0.688 -0.949 1.969
O 0.456 0.028 1.299
C 0.067 -2.255 1.621
C -0.819 -2.327 0.549
C -1.391 -3.542 0.210
C -1.078 -4.691 0.932
C -0.203 -4.620 2.001
C 0.366 -3.402 2.356
C 1.279 -3.334 3.529
O 1.552 -4.339 4.161
H 3.388 1.379 4.912
H 3.818 -0.630 6.291
H 2.846 -2.804 5.646
H 1.952 1.222 2.910
H -1.062 -1.439 -0.020
H -2.083 -3.597 -0.622
H -1.522 -5.641 0.662
H 0.035 -5.513 2.564
C 10.120 -2.210 -0.106
C 10.205 -2.558 1.239
C 9.104 -3.085 1.891
C 7.907 -3.256 1.206
C 7.815 -2.885 -0.137
C 8.928 -2.373 -0.792
C 6.529 -3.016 -0.877
O 6.452 -2.698 -2.045
C 5.341 -3.537 -0.147
C 4.118 -3.613 -0.803
C 3.007 -4.108 -0.140
C 3.116 -4.539 1.179
C 4.331 -4.460 1.839
C 5.445 -3.951 1.183
C 6.735 -3.840 1.916
O 6.833 -4.212 3.068
H 10.985 -1.807 -0.617
H 11.135 -2.419 1.776
H 9.171 -3.360 2.935
H 8.860 -2.098 -1.836
H 4.034 -3.280 -1.829
H 2.053 -4.161 -0.649
H 2.253 -4.931 1.690
H 4.411 -4.791 2.867
C -5.541 -10.984 1.966
C -6.539 -10.940 2.935
C -6.390 -10.130 4.049
C -5.238 -9.369 4.205
C -4.227 -9.432 3.244
C -4.388 -10.233 2.120
C -2.965 -8.661 3.416
O -2.088 -8.711 2.577
C -2.801 -7.835 4.642
C -1.608 -7.153 4.849
C -1.445 -6.368 5.978
C -2.478 -6.254 6.903
C -3.667 -6.936 6.706
C -3.830 -7.735 5.581
C -5.100 -8.489 5.399
O -6.002 -8.395 6.206
H -5.663 -11.611 1.092
H -7.434 -11.537 2.819
H -7.167 -10.091 4.800
H -3.610 -10.271 1.369
H -0.804 -7.236 4.131
H -0.512 -5.841 6.136
H -2.351 -5.634 7.782
H -4.468 -6.851 7.427

---

This record from the OMol25 dataset describes C68H54FGeKO2P4 as an isolated structure. The level of theory is ωB97M-V with the def2-TZVPD basis set.

The calculation puts the total energy at -188204.4900 eV. The molecular weight is 1157.78 g/mol. The energy above the lowest of the compared OMol25 structures with the same formula, charge and spin is 0.065 eV. Its LUMO energy is 0.5 eV. As for the orbital gap: 8.5 eV. The multiplicity is 1.

CARTESIAN COORDINATES (ANGSTROEM)
K -1.316 0.098 0.699
F 5.435 -0.626 -1.094
Ge 3.998 -0.441 -0.056
C 3.692 1.470 -0.505
C 4.956 2.076 -0.415
C 5.129 3.446 -0.511
C 4.026 4.264 -0.701
C 2.774 3.687 -0.809
C 2.589 2.303 -0.728
P 0.888 1.638 -0.893
C 0.616 1.676 -2.699
C 1.298 2.506 -3.589
C 0.988 2.492 -4.941
C -0.014 1.657 -5.420
C -0.698 0.829 -4.544
C -0.377 0.835 -3.194
C -0.131 3.042 -0.300
C -0.913 3.852 -1.118
C -1.661 4.883 -0.565
C -1.625 5.120 0.801
C -0.857 4.309 1.625
C -0.133 3.266 1.079
C 4.875 -0.300 1.705
C 6.259 -0.483 1.780
C 6.934 -0.317 2.976
C 6.245 0.050 4.121
C 4.878 0.242 4.068
C 4.180 0.058 2.871
P 2.393 0.363 2.741
C 2.262 1.986 3.586
C 1.497 2.228 4.722
C 1.376 3.518 5.227
C 2.018 4.576 4.605
C 2.798 4.340 3.480
C 2.917 3.058 2.972
C 1.641 -0.785 3.935
C 0.258 -0.716 4.101
C -0.398 -1.576 4.964
C 0.322 -2.540 5.656
C 1.691 -2.639 5.475
C 2.348 -1.769 4.618
C 3.379 -2.327 -0.311
C 4.568 -3.081 -0.321
C 4.587 -4.449 -0.517
C 3.398 -5.131 -0.720
C 2.216 -4.423 -0.675
C 2.180 -3.042 -0.447
P 0.519 -2.308 -0.259
C -0.168 -3.187 1.199
C 0.542 -4.088 1.989
C -0.079 -4.749 3.041
C -1.418 -4.527 3.319
C -2.125 -3.593 2.576
C -1.499 -2.913 1.543
C -0.377 -3.130 -1.632
C -1.254 -4.202 -1.483
C -1.889 -4.749 -2.591
C -1.660 -4.231 -3.856
C -0.782 -3.167 -4.015
C -0.147 -2.621 -2.911
H 5.837 1.471 -0.255
H 6.123 3.865 -0.424
H 4.136 5.339 -0.763
H 1.908 4.323 -0.947
H 2.080 3.161 -3.227
H 1.527 3.137 -5.623
H -0.258 1.654 -6.474
H -1.482 0.174 -4.904
H -0.924 0.189 -2.518
H -0.938 3.678 -2.187
H -2.274 5.504 -1.206
H -2.211 5.924 1.226
H -0.843 4.470 2.695
H 0.449 2.618 1.727
H 6.813 -0.741 0.885
H 8.006 -0.462 3.016
H 6.778 0.195 5.051
H 4.339 0.551 4.956
H 0.995 1.412 5.227
H 0.775 3.690 6.111
H 1.916 5.580 4.995
H 3.307 5.158 2.987
H 3.525 2.890 2.090
H -0.316 0.042 3.578
H -1.470 -1.497 5.086
H -0.189 -3.221 6.323
H 2.256 -3.397 6.004
H 3.418 -1.860 4.486
H 5.521 -2.589 -0.197
H 5.535 -4.972 -0.523
H 3.391 -6.198 -0.898
H 1.279 -4.952 -0.807
H 1.584 -4.290 1.781
H 0.492 -5.446 3.641
H -1.903 -5.060 4.127
H -3.160 -3.372 2.799
H -2.086 -2.168 1.015
H -1.446 -4.613 -0.499
H -2.564 -5.586 -2.463
H -2.164 -4.653 -4.716
H -0.591 -2.758 -4.999
H 0.538 -1.792 -3.046
O -3.684 -0.141 0.903
C -3.709 1.110 0.729
O -2.944 1.930 1.280
C -4.602 1.618 -0.402
P -3.935 0.776 -1.903
C -4.691 1.694 -3.298
C -4.484 1.181 -4.580
C -4.991 1.822 -5.698
C -5.709 3.003 -5.556
C -5.919 3.526 -4.290
C -5.416 2.875 -3.169
C -4.940 -0.756 -1.966
C -4.291 -1.984 -1.897
C -5.019 -3.168 -1.910
C -6.401 -3.131 -1.998
C -7.058 -1.908 -2.082
C -6.329 -0.731 -2.068
H -4.481 2.697 -0.488
H -5.652 1.367 -0.238
H -3.927 0.257 -4.699
H -4.824 1.402 -6.682
H -6.104 3.508 -6.428
H -6.482 4.443 -4.169
H -5.601 3.296 -2.190
H -3.208 -2.018 -1.830
H -4.502 -4.117 -1.847
H -6.970 -4.053 -2.004
H -8.137 -1.875 -2.158
H -6.845 0.221 -2.142

---

This record from the OMol25 dataset describes a 10-piece molecular cluster, C68H74F6N3OS overall. The level of theory is ωB97M-V with the def2-TZVPD basis set.

The calculation puts the total energy at -105350.3350 eV. The molecular weight is 1095.41 g/mol. Its LUMO energy is -5.0 eV. As for the orbital gap: 5.4 eV. The multiplicity is 1. Its net charge is +1.

CARTESIAN COORDINATES (ANGSTROEM)
C -4.111 2.128 -1.878
C -2.503 2.065 -2.332
O -2.003 0.693 -2.508
C -0.958 0.364 -1.494
C -1.645 0.253 -0.009
N -1.596 -1.118 0.624
C -1.463 -1.434 2.120
C -1.340 -0.449 3.423
F -2.220 -0.866 4.579
F -1.657 0.975 3.173
F 0.088 -0.470 3.918
C -1.449 -3.040 2.478
S -1.286 -3.962 4.107
N -1.613 -3.598 1.078
C -1.694 -5.107 1.015
N -0.449 -5.839 1.464
C 0.789 -5.428 0.698
C -1.712 -2.518 0.023
C -1.931 -2.890 -1.560
C -3.461 -2.509 -2.118
C -4.559 -2.875 -0.941
F -4.534 -4.269 -0.421
C -5.492 -1.795 -0.521
F -5.035 -0.903 0.598
F -6.767 -1.649 -1.261
H -4.807 2.496 -2.759
H -4.437 1.110 -1.402
H -4.208 2.968 -1.035
H -2.455 2.720 -3.329
H -1.932 2.695 -1.518
H -0.277 -0.538 -1.797
H -0.242 1.319 -1.478
H -1.019 0.985 0.697
H -2.757 0.633 0.050
H -0.572 -3.090 4.980
H -2.557 -5.423 1.777
H -2.007 -5.549 -0.022
H -0.574 -6.885 1.445
H 1.266 -6.438 0.278
H 0.590 -4.644 -0.149
H 1.572 -5.051 1.516
H -1.091 -2.501 -2.281
H -1.884 -4.081 -1.628
H -3.539 -1.417 -2.531
H -3.665 -3.283 -3.002
C -8.657 3.410 -3.360
C -8.944 4.525 -4.146
C -8.520 5.791 -3.743
C -7.800 5.940 -2.558
C -7.510 4.824 -1.773
C -7.942 3.560 -2.171
H -8.991 2.424 -3.673
H -9.499 4.408 -5.074
H -8.749 6.661 -4.353
H -7.465 6.926 -2.246
H -6.948 4.941 -0.850
H -7.721 2.691 -1.557
C -4.355 6.096 -5.856
C -5.513 6.622 -5.284
C -5.913 7.923 -5.589
C -5.159 8.695 -6.473
C -4.003 8.168 -7.048
C -3.598 6.870 -6.736
H -4.041 5.083 -5.616
H -6.104 6.018 -4.601
H -6.812 8.335 -5.138
H -5.473 9.707 -6.714
H -3.417 8.769 -7.738
H -2.694 6.461 -7.180
C 3.566 -11.010 2.004
C 4.295 -10.929 0.818
C 4.208 -9.787 0.023
C 3.399 -8.721 0.418
C 2.672 -8.801 1.606
C 2.752 -9.947 2.397
H 3.631 -11.902 2.622
H 4.931 -11.756 0.513
H 4.771 -9.726 -0.905
H 3.335 -7.829 -0.199
H 2.043 -7.970 1.915
H 2.182 -10.012 3.320
C 1.795 3.396 0.209
C 1.451 3.893 -1.048
C 2.443 4.367 -1.907
C 3.780 4.335 -1.512
C 4.125 3.834 -0.257
C 3.133 3.369 0.606
H 1.022 3.030 0.879
H 0.409 3.912 -1.358
H 2.173 4.761 -2.883
H 4.554 4.700 -2.183
H 5.168 3.808 0.050
H 3.401 2.984 1.585
C -2.982 -1.808 7.640
C -2.891 -2.064 9.008
C -3.674 -1.340 9.907
C -4.555 -0.365 9.437
C -4.648 -0.112 8.068
C -3.859 -0.830 7.170
H -2.369 -2.371 6.941
H -2.210 -2.828 9.374
H -3.598 -1.534 10.973
H -5.168 0.196 10.136
H -5.336 0.646 7.702
H -3.927 -0.629 6.105
C 8.955 3.627 -2.354
C 9.991 4.559 -2.397
C 9.742 5.896 -2.090
C 8.456 6.300 -1.729
C 7.420 5.368 -1.682
C 7.668 4.032 -1.999
H 9.149 2.586 -2.597
H 10.995 4.243 -2.671
H 10.548 6.623 -2.130
H 8.262 7.341 -1.485
H 6.418 5.682 -1.400
H 6.859 3.307 -1.967
C 6.352 11.692 -3.272
C 7.452 12.159 -2.554
C 7.928 11.439 -1.458
C 7.309 10.245 -1.087
C 6.211 9.776 -1.807
C 5.729 10.501 -2.897
H 5.979 12.255 -4.123
H 7.939 13.086 -2.847
H 8.782 11.807 -0.895
H 7.683 9.681 -0.237
H 5.730 8.845 -1.519
H 4.870 10.138 -3.454
C -3.666 -10.981 0.441
C -2.643 -11.476 -0.367
C -1.362 -10.931 -0.282
C -1.101 -9.898 0.618
C -2.124 -9.406 1.429
C -3.407 -9.944 1.338
H -4.665 -11.403 0.373
H -2.844 -12.286 -1.063
H -0.566 -11.313 -0.917
H -0.102 -9.477 0.688
H -1.921 -8.602 2.132
H -4.205 -9.556 1.965
C 5.348 -5.296 3.232
C 6.385 -4.364 3.189
C 6.135 -3.027 3.496
C 4.849 -2.623 3.857
C 3.813 -3.555 3.903
C 4.061 -4.891 3.587
H 5.542 -6.337 2.989
H 7.388 -4.680 2.914
H 6.941 -2.300 3.456
H 4.655 -1.582 4.101
H 2.811 -3.241 4.186
H 3.253 -5.616 3.618